Record 1
The following is a DFT calculation (the ωB97M-V functional and the def2-TZVPD basis) of 2 unconnected molecules or ions with the total composition C10H16O in a non-equilibrium geometry.

The geometry in XYZ format:
```
27
Properties=species:S:1:pos:R:3:mulliken_charge:R:1
O -2.581 2.452 -2.016 -0.52
C -0.431 1.871 1.603 0.58
C 0.827 -3.424 -0.115 -1.24
C 0.269 1.273 2.859 -1.27
C -1.817 1.846 1.525 -0.39
C 1.897 -2.352 -2.202 -1.28
C -2.529 2.061 0.357 -0.55
C -0.462 2.242 -0.798 -0.51
C 0.243 2.052 0.406 -0.36
C -1.814 2.168 -0.865 0.68
C 1.142 -2.179 -0.811 0.12
H -0.360 1.068 3.751 0.34
H 1.534 -3.294 -2.640 0.33
H -2.399 1.691 2.512 0.17
H -0.201 -3.769 -0.116 0.36
H -3.599 1.934 0.295 0.38
H 0.550 0.193 2.573 0.18
H 0.971 -3.330 0.983 0.30
H 1.154 1.762 3.153 0.39
H 1.311 1.878 0.434 0.38
H 1.775 -1.498 -2.790 0.37
H 0.233 -1.613 -1.094 0.18
H 1.422 -4.323 -0.211 0.36
H 0.109 2.588 -1.692 0.22
H 1.745 -1.464 -0.297 0.20
H 2.977 -2.416 -2.113 0.31
H -1.966 2.581 -2.691 0.29
```

Results
Total energy ... -12675.710 eV
HOMO level ... -8.65 eV
Total charge ... 0
HOMO-LUMO gap ... 9.47 eV
Energy above the lowest of the compared OMol25 structures with the same formula, charge and spin ... 46.5 kcal/mol
SMILES ... Cc1ccc(O)cc1.CCC


Record 2
The following is a DFT calculation (the ωB97M-V functional and the def2-TZVPD basis) of a single C23H24FN3O4S2 molecule in a non-equilibrium geometry.

The geometry in XYZ format:
```
57
Properties=species:S:1:pos:R:3:mulliken_charge:R:1
S -0.442 -0.046 -2.433 -0.25
S 1.240 -3.921 1.943 1.48
F -1.329 7.925 -1.369 -0.33
O 0.889 -4.425 3.242 -0.77
O -2.546 -2.832 -0.148 -0.44
O 2.013 -4.760 1.076 -0.77
O 2.333 2.550 0.044 -0.65
N -0.137 -3.481 1.092 0.21
N 2.155 0.343 -0.503 -0.13
N -2.239 1.743 -2.164 -0.58
C 2.886 0.324 1.846 -0.58
C -0.704 -4.393 0.125 -0.74
C 2.729 -2.428 4.450 -1.67
C -3.235 -0.470 -2.516 -0.96
C -1.254 6.585 -1.518 0.35
C 2.060 1.678 -0.746 0.89
C 0.056 1.606 -2.175 1.28
C 3.000 -0.383 3.026 -0.75
C 2.341 -0.297 0.724 0.28
C -2.207 5.941 -2.288 -0.61
C -2.119 4.572 -2.438 -0.46
C -1.551 -3.560 -0.839 -0.14
C -0.235 5.894 -0.889 -0.75
C 2.561 -1.702 3.156 0.63
C -1.151 -2.783 1.844 -0.80
C -0.156 4.522 -1.045 -0.29
C 1.919 -1.616 0.830 0.14
C -2.123 0.489 -2.356 0.81
C -1.088 3.851 -1.834 0.40
C 2.000 -2.292 2.031 -0.35
C -1.997 -1.991 0.842 -0.20
C -1.050 2.404 -2.040 -0.58
C 1.504 1.962 -2.145 -1.94
H -0.658 -2.112 2.547 0.41
H -2.996 6.509 -2.753 0.44
H 1.497 -2.132 -0.019 0.23
H 0.479 6.426 -0.281 0.48
H 1.628 3.023 -2.366 0.52
H -2.083 -4.199 -1.545 0.39
H -4.176 0.071 -2.471 0.33
H -0.899 -2.864 -1.389 0.00
H 2.053 1.373 -2.882 0.43
H -3.216 -1.223 -1.728 0.13
H 3.437 0.103 3.886 0.42
H 2.696 -1.733 5.287 0.42
H 0.619 3.983 -0.524 0.45
H 3.206 1.351 1.786 0.50
H 3.697 -2.927 4.462 0.33
H -3.158 -0.984 -3.473 0.31
H -2.850 4.041 -3.029 0.44
H -1.335 -5.149 0.614 0.31
H 1.843 -0.275 -1.242 0.20
H -2.843 -1.511 1.335 0.38
H -1.785 -3.486 2.403 0.30
H 1.964 -3.188 4.570 0.42
H 0.120 -4.887 -0.388 0.40
H -1.361 -1.224 0.372 0.05
```

Results
Total energy ... -61289.112 eV
HOMO level ... -8.51 eV
Total charge ... 0
HOMO-LUMO gap ... 8.69 eV
Energy above the lowest of the compared OMol25 structures with the same formula, charge and spin ... 0.0 kcal/mol
SMILES ... Cc1nc(-c2ccc(F)cc2)c(CC(=O)Nc2ccc(C)c(S(=O)(=O)N3CCOCC3)c2)s1


Record 3
The following is a DFT calculation (the ωB97M-V functional and the def2-TZVPD basis) of a molecular structure, C8H10N2Ni in a non-equilibrium geometry.

The geometry in XYZ format:
```
21
Properties=species:S:1:pos:R:3:lowdin_spin:R:1
Ni 0.100 -0.349 0.358 0.73
N -3.588 0.667 1.249 0.93
N 0.504 -0.410 3.348 0.00
C 0.765 0.755 -1.423 0.06
C -1.322 1.419 -0.673 0.08
C 1.774 -1.523 -0.030 0.07
C -0.629 0.808 -1.759 0.03
C 0.434 -1.957 -0.163 -0.03
C 0.082 -0.564 2.263 0.05
C 0.939 1.316 -0.094 0.00
C -0.396 1.633 0.412 0.02
H -0.603 2.153 1.344 0.00
H 0.142 -2.337 -1.162 0.00
H 0.056 -2.558 0.658 0.00
H 1.581 0.508 -2.108 0.01
H -2.987 -0.095 0.830 0.04
H 2.333 -1.707 0.886 0.00
H 2.370 -1.569 -0.955 0.01
H 1.886 1.518 0.401 0.00
H -1.077 0.552 -2.731 0.00
H -2.364 1.741 -0.651 0.01
```

Results
Total energy ... -52473.124 eV
HOMO level (alpha / beta) ... 1.48 / 2.34 eV
Total charge ... -2
HOMO-LUMO gap (alpha / beta) ... 4.76 / 3.82 eV
Energy above the lowest of the compared OMol25 structures with the same formula, charge and spin ... 6.9 kcal/mol
2S+1 ... 3


Record 4
The following is a DFT calculation (the ωB97M-V functional and the def2-TZVPD basis) of a single C7H8N2S molecule in a non-equilibrium geometry.

The geometry in XYZ format:
```
18
Properties=species:S:1:pos:R:3:mulliken_charge:R:1
S -0.721 1.902 -1.819 -0.38
N -0.021 -1.512 -0.263 -0.09
N 0.627 0.492 0.743 -0.40
C 0.160 -0.201 -0.231 0.13
C 0.133 2.688 1.558 -0.83
C -0.749 -1.985 -1.385 0.64
C 0.900 1.745 0.781 -0.08
C -0.772 -3.382 -1.583 -1.10
C -0.684 0.295 -1.378 0.42
C -1.225 -0.834 -2.035 -0.85
H 0.800 2.955 2.462 0.32
H 0.482 -2.254 0.328 0.26
H -0.133 -3.971 -0.956 0.27
H -1.941 -0.554 -2.786 0.37
H -0.152 3.477 0.845 0.29
H 1.655 2.109 0.114 0.50
H -1.302 -3.870 -2.412 0.27
H -0.811 2.331 2.052 0.27
```

Results
Total energy ... -21201.154 eV
HOMO level (alpha / beta) ... -6.92 / -6.92 eV
Total charge ... 0
HOMO-LUMO gap (alpha / beta) ... 6.23 / 6.23 eV
Energy above the lowest of the compared OMol25 structures with the same formula, charge and spin ... 68.9 kcal/mol